*one*
# C27H50OP2Sn

A molecular structure, C27H50OP2Sn (the ωB97M-V functional and the def2-TZVPD basis, the OMol25 dataset).

- total charge = +2
- frontier orbital gap (alpha / beta) (eV) = 4.083 / 4.100
- molar mass (g mol⁻¹) = 571.36
- HOMO level (alpha / beta) (eV) = -11.892 / -11.896

Cartesian coordinates (Å):
1 Sn 0.2451 0.0195 0.3422
2 C -0.7867 -2.7935 3.0657
3 C 0.5086 -3.1238 2.5800
4 C 0.7667 -1.5634 4.2515
5 C -0.6349 -1.8343 4.1016
6 C 1.4768 -2.3653 3.3048
7 C -2.0651 -3.3648 2.6125
8 H -1.9915 -3.7141 1.5781
9 H -2.8689 -2.6201 2.6803
10 H -2.3591 -4.2263 3.2304
11 C -1.7044 -1.2198 4.9173
12 H -2.6795 -1.6317 4.6240
13 H -1.7329 -0.1275 4.7713
14 H -1.5619 -1.4078 5.9930
15 C 1.3566 -0.6288 5.2320
16 H 1.2196 -0.9816 6.2733
17 H 0.8865 0.3720 5.1538
18 H 2.4403 -0.5230 5.0505
19 C 2.9364 -2.4107 3.1487
20 H 3.4009 -3.0686 3.9005
21 H 3.3687 -1.4106 3.2684
22 H 3.2036 -2.8042 2.1569
23 C 0.8178 -4.1256 1.5335
24 H 1.0461 -5.1047 1.9841
25 H 1.6953 -3.8232 0.9467
26 H -0.0355 -4.2636 0.8598
27 C -1.4309 1.1786 -4.0179
28 C -1.7499 -0.1464 -3.9598
29 C -1.1028 -1.1734 -4.8708
30 C 0.3919 -1.0130 -5.2542
31 C 1.2402 -0.5836 -4.1090
32 C 1.6429 0.7141 -3.8850
33 C 0.9864 1.8867 -4.5765
34 C -0.5208 1.7743 -5.0212
35 H -1.7101 -1.2414 -5.7798
36 H 0.5143 -0.3660 -6.1345
37 H -1.1816 -2.1610 -4.3949
38 H -0.6001 1.2592 -5.9878
39 H -1.8349 1.9114 -3.2941
40 H -2.7294 -0.4765 -3.5808
41 H -0.8646 2.8070 -5.1990
42 H 1.0352 2.7499 -3.9036
43 H 2.6198 0.9647 -3.4515
44 H 1.5775 2.1474 -5.4607
45 H 0.7451 -2.0110 -5.5619
46 H 1.6277 -1.4179 -3.5133
47 P -1.6643 0.2133 -1.3373
48 C -3.3166 0.9239 -1.3818
49 C -1.5301 -1.6112 -1.5982
50 P 1.8512 0.8612 -1.4526
51 C -0.0125 1.1126 -1.8426
52 C 2.8044 -0.7029 -1.5642
53 C 2.6334 2.4140 -0.8994
54 H -3.3540 1.6978 -0.5997
55 H -4.0452 0.1297 -1.1291
56 H -3.5870 1.3544 -2.3538
57 H -1.0103 -1.9498 -2.5161
58 H -2.5582 -2.0141 -1.6104
59 H -1.0202 -2.0644 -0.7214
60 H 2.6167 3.1275 -1.7317
61 H 3.6851 2.2363 -0.6293
62 H 2.1092 2.8315 -0.0251
63 H -0.2104 2.1694 -2.0917
64 H -0.0164 0.4982 -2.7524
65 H 3.4476 -0.8432 -0.6802
66 H 3.4539 -0.6991 -2.4645
67 H 2.1427 -1.5773 -1.6358
68 C -0.1678 2.5174 3.7496
69 C -0.3995 2.7949 2.2651
70 C -1.9065 2.8976 1.9978
71 C 0.2384 4.1554 1.9880
72 O 0.1987 1.8025 1.4167
73 H 0.8994 2.4703 3.9761
74 H -0.6457 1.5840 4.0768
75 H -0.5992 3.3451 4.3413
76 H -2.3463 3.7247 2.5759
77 H -2.0918 3.0681 0.9308
78 H -2.4036 1.9577 2.2970
79 H 1.3081 4.1457 2.2474
80 H 0.1401 4.4541 0.9355
81 H -0.2482 4.9167 2.6150


*two*
# C27H50OP2Sn

A molecular structure, C27H50OP2Sn (the ωB97M-V functional and the def2-TZVPD basis, the OMol25 dataset).

- total charge = +2
- frontier orbital gap (alpha / beta) (eV) = 4.330 / 4.372
- molar mass (g mol⁻¹) = 571.36
- HOMO level (alpha / beta) (eV) = -11.946 / -11.946

Cartesian coordinates (Å):
1 Sn 0.2530 1.7781 -1.2813
2 C -0.8075 -2.8142 3.1552
3 C 0.4682 -3.0147 2.5745
4 C 0.7500 -1.6965 4.4280
5 C -0.6397 -1.9991 4.3148
6 C 1.4300 -2.3199 3.3478
7 C -2.0841 -3.3693 2.6596
8 H -2.1403 -3.2951 1.5637
9 H -2.9365 -2.8333 3.0875
10 H -2.1919 -4.4340 2.9208
11 C -1.6940 -1.5413 5.2286
12 H -2.5894 -2.1699 5.1363
13 H -1.9967 -0.4999 5.0237
14 H -1.3527 -1.5805 6.2735
15 C 1.3555 -0.8556 5.4851
16 H 0.9199 -1.0894 6.4639
17 H 1.1954 0.2180 5.2994
18 H 2.4370 -1.0276 5.5347
19 C 2.8851 -2.2894 3.1066
20 H 3.3908 -3.1608 3.5534
21 H 3.3344 -1.3882 3.5395
22 H 3.1031 -2.3034 2.0297
23 C 0.7544 -3.8553 1.3848
24 H 0.9646 -4.8979 1.6677
25 H 1.6311 -3.4799 0.8442
26 H -0.1005 -3.8678 0.6999
27 C -1.2016 1.4367 -2.6263
28 C -1.6286 0.0199 -2.5861
29 C -0.6371 -1.0480 -3.0180
30 C 0.6063 -1.2085 -2.1318
31 C 1.3053 0.1206 -1.8307
32 C 1.8676 0.8682 -3.0409
33 C 0.9548 1.4804 -4.1803
34 C -0.5565 1.8437 -3.9870
35 H -0.3109 -0.8773 -4.0630
36 H 1.3191 -1.9080 -2.6083
37 H -1.1758 -2.0104 -3.0382
38 H -1.1099 1.3718 -4.8212
39 H -2.0264 2.1279 -2.3869
40 H -2.4684 -0.0682 -3.3173
41 H -0.6801 2.9343 -4.1498
42 H 1.4553 2.3841 -4.5765
43 H 2.5761 0.1929 -3.5518
44 H 1.0046 0.7574 -5.0118
45 H 0.3010 -1.6805 -1.1819
46 H 2.0728 -0.0570 -1.0504
47 P -3.5263 -1.2811 -1.8519
48 C -4.5609 0.2310 -1.8459
49 C -4.1710 -2.1404 -3.3276
50 P 3.4150 2.0509 -2.5754
51 C 2.2234 2.8657 -1.4633
52 C 4.5641 1.0388 -1.6433
53 C 4.1305 3.0665 -3.8585
54 H -4.1461 0.9338 -1.1062
55 H -5.5669 -0.0684 -1.5212
56 H -4.5897 0.7249 -2.8260
57 H -3.3282 -2.4193 -3.9698
58 H -4.9258 -1.5614 -3.8671
59 H -4.6061 -3.0580 -2.8999
60 H 3.4129 3.2707 -4.6616
61 H 5.0106 2.5754 -4.2938
62 H 4.4435 4.0207 -3.4152
63 H 2.5929 2.9317 -0.4244
64 H 1.9206 3.8572 -1.8352
65 H 5.4425 1.6390 -1.3790
66 H 4.8911 0.1748 -2.2356
67 H 4.1056 0.6731 -0.7119
68 C -0.6422 1.3269 2.9205
69 C -0.8658 2.0444 1.5944
70 C -2.3688 2.1491 1.3361
71 C -0.2582 3.4514 1.6735
72 O -0.2504 1.2328 0.5899
73 H 0.4314 1.1766 3.0985
74 H -1.1264 0.3401 2.9051
75 H -1.0625 1.9191 3.7456
76 H -2.8570 2.6781 2.1641
77 H -2.5964 2.6970 0.4127
78 H -2.8205 1.1528 1.2634
79 H 0.8149 3.3873 1.8930
80 H -0.3978 4.0138 0.7425
81 H -0.7387 4.0123 2.4899


Name the least stable of them. *one*.


*one*
# C6H9P

A molecular structure, C6H9P (the ωB97M-V functional and the def2-TZVPD basis, the OMol25 dataset).

- frontier orbital gap (eV) = 7.793
- molar mass (g mol⁻¹) = 112.11
- HOMO level (eV) = -6.983

Cartesian coordinates (Å):
1 C -0.8061 0.1900 0.2087
2 C -1.9078 0.6922 -0.9527
3 C -2.1521 0.1115 0.5488
4 C 0.5503 0.5944 0.1338
5 C 0.2088 -0.6143 -0.6378
6 C 1.4318 0.2493 1.3283
7 P -0.8238 -0.1029 -2.0807
8 H -2.7556 -0.7995 0.7921
9 H -2.5238 0.9975 1.1909
10 H 0.7407 1.5813 -0.3799
11 H 0.5891 -1.6294 -0.5818
12 H 1.1418 0.7621 2.3421
13 H 2.4068 0.5932 1.0235
14 H 1.3795 -0.8215 1.4852
15 H -0.8901 -1.0940 -3.1207
16 H -0.3134 0.9065 -2.7754


*two*
# C6H9P

A molecular structure, C6H9P (the ωB97M-V functional and the def2-TZVPD basis, the OMol25 dataset).

- frontier orbital gap (alpha / beta) (eV) = 8.335 / 7.043
- molar mass (g mol⁻¹) = 112.11
- HOMO level (alpha / beta) (eV) = -7.877 / -7.515

Cartesian coordinates (Å):
1 C -0.3006 1.7103 1.2922
2 C 1.0309 -0.5089 1.5694
3 C 0.0908 0.6520 -0.3810
4 C 0.5988 -0.5789 0.0926
5 C -0.3250 1.1799 -1.6423
6 C -0.3660 -1.6899 -0.0358
7 P 0.4736 0.7694 2.5716
8 H -0.7602 2.6548 1.2151
9 H 1.3036 -1.4526 1.9814
10 H 1.5622 -0.9527 -0.4732
11 H -0.3041 0.4680 -2.5100
12 H 0.4932 1.9493 -1.9157
13 H -1.3591 1.5863 -1.5747
14 H -1.3364 -1.2888 0.4115
15 H -0.1754 -2.5440 0.5055
16 H -0.6264 -1.9541 -1.1067


Name the least stable of them. *one*.


*one*
# C4H8F2

A single C4H8F2 molecule (the ωB97M-V functional and the def2-TZVPD basis, the OMol25 dataset).

- frontier orbital gap (eV) = 11.700
- SMILES string = CC(C)C(F)F
- molar mass (g mol⁻¹) = 94.10
- HOMO level (eV) = -10.572

Cartesian coordinates (Å):
1 C -0.0572 -1.6272 0.6025
2 C -0.6951 -0.2427 0.4414
3 C -0.1678 0.8237 1.5074
4 C -0.1688 0.5395 -0.7699
5 H -0.5455 -2.0107 1.5482
6 H -0.1097 -2.2149 -0.2109
7 H 1.0154 -1.6513 0.8999
8 H -1.7891 -0.1505 0.5944
9 H -0.4457 0.4975 2.5660
10 H -0.5931 1.8007 1.5345
11 H 0.9027 0.5054 1.8261
12 H -0.7161 1.6656 -0.8460
13 F 1.1023 0.6821 -0.3582
14 F -0.1229 -0.1713 -1.7085


*two*
# C4H8F2

A single C4H8F2 molecule (the ωB97M-V functional and the def2-TZVPD basis, the OMol25 dataset).

- frontier orbital gap (eV) = 12.590
- SMILES string = CCCC(F)F
- molar mass (g mol⁻¹) = 94.10
- HOMO level (eV) = -11.498

Cartesian coordinates (Å):
1 C 1.9081 0.1570 -0.2149
2 C 0.4458 -0.2017 -0.5329
3 C -0.4842 -0.2188 0.6028
4 C -1.9043 0.0224 0.2673
5 H 2.3766 -0.5166 0.5394
6 H 2.0504 1.2960 0.0015
7 H 2.4833 -0.0339 -1.1078
8 H 0.4267 -1.2027 -0.9818
9 H 0.1609 0.5726 -1.2427
10 H -0.4069 -1.1346 1.2028
11 H -0.1076 0.5713 1.2029
12 H -2.4294 0.2551 1.1808
13 F -2.5218 -0.8085 -0.5640
14 F -1.9976 1.2426 -0.3532


Name the least stable of them. *one*.


*one*
# C5H10O2

2 unconnected molecules or ions with the total composition C5H10O2 (the ωB97M-V functional and the def2-TZVPD basis, the OMol25 dataset).

- total charge = +1
- frontier orbital gap (alpha / beta) (eV) = 9.334 / 6.805
- multiplicity = 2
- molar mass (g mol⁻¹) = 102.13
- HOMO level (alpha / beta) (eV) = -14.756 / -14.764
- expectation value of S² = 0.787

Cartesian coordinates (Å):
1 C 1.0659 -2.2175 0.5020
2 C -1.0631 1.3909 -2.1453
3 C -0.9607 0.7239 -0.9083
4 O -1.2637 1.4968 0.2440
5 C -0.2984 -0.5757 -0.9925
6 C -0.1128 -1.1674 0.2408
7 H 2.0429 -1.7911 0.2836
8 H 0.9863 -3.0937 -0.1953
9 H 1.1192 -2.6194 1.5210
10 H -1.2907 2.3837 -2.2937
11 H -0.4977 0.9689 -3.0214
12 H -0.9360 2.4141 0.1902
13 H 0.2797 -0.8871 -1.8539
14 H -0.9189 -0.9090 1.0007
15 H 0.1707 1.2218 3.1660
16 H 0.7701 1.2629 1.6480
17 O 0.9072 1.3978 2.6140


*two*
# C5H10O2

2 unconnected molecules or ions with the total composition C5H10O2 (the ωB97M-V functional and the def2-TZVPD basis, the OMol25 dataset).

- total charge = +1
- frontier orbital gap (alpha / beta) (eV) = 10.008 / 6.992
- multiplicity = 2
- molar mass (g mol⁻¹) = 102.13
- HOMO level (alpha / beta) (eV) = -14.785 / -15.145
- expectation value of S² = 0.769

Cartesian coordinates (Å):
1 C -2.3013 -0.3119 1.6635
2 C -0.9031 -0.6433 1.0081
3 C -0.7003 -0.3242 -0.2930
4 C 0.7039 -0.1849 -0.8610
5 C 0.8644 -0.6190 -2.1301
6 O 2.1444 -0.7006 -2.6379
7 H -2.8001 -1.2475 2.1101
8 H -2.0246 0.3145 2.5494
9 H -2.9849 0.2390 1.0471
10 H -0.0889 -1.3097 1.3863
11 H -1.5282 0.1506 -0.9639
12 H 1.6101 -0.0686 -0.2730
13 H 0.1055 -1.0916 -2.7615
14 H 2.5872 -1.2499 -1.9754
15 H 1.3181 1.9728 0.2144
16 H 2.3181 2.8290 0.8803
17 O 1.6797 2.2452 1.0366


Name the least stable of them. *two*.


*one*
# CH8N3

2 unconnected molecules or ions with the total composition CH8N3 (the ωB97M-V functional and the def2-TZVPD basis, the OMol25 dataset).

- total charge = +1
- frontier orbital gap (eV) = 11.777
- molar mass (g mol⁻¹) = 62.10
- HOMO level (eV) = -15.084

Cartesian coordinates (Å):
1 N 1.9414 0.3853 -1.1413
2 H 2.0065 -0.0733 -2.0395
3 H 0.0676 0.3135 -0.8304
4 H 2.5856 -0.0765 -0.5126
5 H 2.2059 1.3581 -1.2052
6 N -0.3553 -0.3449 1.5307
7 C -1.2454 -0.2145 0.5774
8 N -0.9235 0.1243 -0.6365
9 H 0.6340 -0.1678 1.4462
10 H -0.6538 -0.6322 2.4498
11 H -2.2556 -0.3746 0.8466
12 H -1.6485 0.1900 -1.3317


*two*
# CH8N3

2 unconnected molecules or ions with the total composition CH8N3 (the ωB97M-V functional and the def2-TZVPD basis, the OMol25 dataset).

- total charge = +1
- frontier orbital gap (eV) = 12.014
- molar mass (g mol⁻¹) = 62.10
- HOMO level (eV) = -15.205

Cartesian coordinates (Å):
1 N 0.2025 -1.2086 -1.6794
2 H 0.8611 -1.7694 -2.1436
3 H 0.7629 -0.3685 -0.2342
4 H -0.5915 -1.8338 -1.4191
5 H -0.1012 -0.3875 -2.2113
6 N -1.0592 1.0824 0.7977
7 C -0.0075 0.8071 1.3984
8 N 0.8818 0.1037 0.7381
9 H -1.1888 0.6435 -0.0985
10 H -1.7940 1.5347 1.2863
11 H 0.2740 1.2617 2.3549
12 H 1.7600 0.1346 1.2105


Name the least stable of them. *two*.